{"formula": "C16H11NO4PbS", "method": "wB97M-V/def2-TZVPD", "total_energy_ev": -42513.9656, "relative_energy_kj_mol": 0.0, "largest_force_ha_per_bohr": 0.1360, "charge": 2, "orbital_gap_ev": 6.73, "molar_mass_g_mol": 520.5, "symbols": ["O", "C", "Pb", "O", "C", "C", "O", "C", "O", "N", "S", "C", "C", "C", "C", "C", "C", "C", "C", "C", "C", "C", "C", "H", "H", "H", "H", "H", "H", "H", "H", "H", "H", "H"], "coordinates": [[0.018, -3.705, -0.165], [0.030, -2.598, -0.490], [0.687, -0.125, 0.089], [-4.715, -0.061, -2.413], [-3.670, -0.081, -1.934], [3.092, -0.033, -1.178], [3.903, 0.010, -2.011], [-0.020, 2.563, -0.119], [-0.159, 3.648, 0.309], [-0.202, -0.487, 2.091], [0.739, -0.155, 3.407], [-0.172, 1.124, 4.273], [0.579, 1.840, 5.222], [-0.069, 2.881, 5.922], [-1.406, 3.156, 5.596], [-2.112, 2.456, 4.624], [-1.469, 1.426, 3.908], [0.425, -1.614, 4.446], [-0.810, -1.833, 5.006], [-0.990, -2.968, 5.777], [0.076, -3.903, 5.804], [1.294, -3.722, 5.141], [1.461, -2.579, 4.368], [-1.009, -1.084, 2.339], [1.598, 1.505, 5.394], [0.545, 3.401, 6.651], [-1.850, 4.014, 6.160], [-3.138, 2.744, 4.434], [-2.025, 0.888, 3.149], [-1.590, -1.053, 4.938], [-1.925, -3.127, 6.306], [-0.102, -4.845, 6.343], [2.105, -4.453, 5.196], [2.372, -2.363, 3.830]], "forces_ev_per_a": [[-0.013, 4.286, -1.435], [-0.231, -5.105, 1.370], [-1.011, 0.227, 0.047], [3.147, -0.054, 1.438], [-3.077, 0.050, -1.403], [5.000, 0.151, -4.251], [-3.814, -0.173, 3.840], [-0.921, 6.461, 2.507], [0.725, -5.850, -2.422], [0.089, -0.416, -0.160], [-1.531, -0.624, 0.929], [0.960, 0.352, -0.166], [-1.269, -0.065, -0.064], [0.749, -1.421, -1.115], [0.385, 1.291, 1.188], [0.643, -0.160, -0.040], [-0.812, 0.708, 0.829], [1.731, -0.313, -1.762], [-0.683, 1.123, 0.759], [1.079, -0.731, -0.596], [-0.826, -0.487, 0.550], [-0.271, 0.079, -0.351], [-0.877, 0.844, 1.157], [0.516, 0.425, -0.221], [0.004, 0.404, 0.250], [-0.587, 0.238, 0.001], [0.054, -0.987, -0.731], [0.058, -0.184, -0.166], [0.206, 0.007, 0.000], [0.454, -0.533, 0.158], [0.237, -0.164, -0.111], [0.269, 0.554, -0.096], [-0.480, 0.113, 0.022], [0.097, -0.049, 0.046]], "nbo_charge": [-0.3479, 0.4859, 1.3988, -0.4463, 0.4550, 0.4650, -0.3566, 0.4869, -0.3746, -1.3373, 1.0733, -0.2583, -0.1988, -0.1684, -0.1702, -0.1735, -0.2374, -0.2198, -0.2341, -0.1736, -0.1513, -0.1788, -0.2083, 0.4253, 0.2338, 0.2528, 0.2530, 0.2465, 0.2324, 0.2438, 0.2537, 0.2483, 0.2514, 0.2293]}